Molecular formula: C32H22BaN6O11S3
Method: DFT, wB97M-V/def2-TZVPD

Geometry (Å):
Ba  -0.084899  -0.190172  -0.245904
O  -2.276051  3.384501  2.695098
C  -2.389260  2.271813  1.933417
O  -2.601653  1.187533  2.411721
C  -2.339160  2.568050  0.460754
C  -2.193481  3.854375  -0.022019
C  -2.191648  4.036293  -1.400316
C  -2.376311  2.950522  -2.229264
C  -2.502136  1.688135  -1.653299
N  -2.455046  1.499341  -0.335639
C  -2.651128  0.406931  -2.465580
O  -3.753668  0.208253  -2.992516
O  -1.629157  -0.328778  -2.446971
H  -2.098130  3.063664  3.591254
H  -2.048651  4.674504  0.664243
H  -2.029145  5.021364  -1.818979
H  -2.372885  3.050785  -3.305497
C  -0.490285  -2.995067  2.019616
C  -0.193317  -2.048751  3.147829
C  -0.147218  -2.534656  4.476469
C  0.147048  -1.668139  5.482266
C  0.406916  -0.311670  5.188136
C  0.700905  0.612628  6.217317
C  0.930183  1.919769  5.885507
C  0.887926  2.336889  4.547041
C  0.623558  1.474080  3.487016
S  0.644432  2.079596  1.868288
C  0.353995  0.093399  3.829915
N  0.038204  -0.795068  2.843578
H  -0.718682  -3.995896  2.387716
H  0.367740  -3.071946  1.348206
H  -1.332414  -2.646642  1.419116
H  -0.342984  -3.582184  4.668705
H  0.189750  -1.999836  6.514689
H  0.736175  0.268160  7.244785
H  1.156018  2.645814  6.659388
H  1.092186  3.371625  4.301802
C  2.287255  -3.614049  -1.301989
C  0.877194  -3.806898  -1.747455
N  -0.157463  -3.140939  -1.333947
C  -1.323500  -3.574902  -1.936782
C  -1.155632  -4.585992  -2.828919
S  0.495194  -5.017987  -2.926424
C  -2.627898  -3.001019  -1.579192
C  -3.789561  -3.289635  -2.219767
S  -5.086795  -2.470130  -1.477045
C  -3.985847  -1.774094  -0.341275
N  -2.753160  -2.138776  -0.511727
C  -4.464960  -0.828229  0.705959
H  2.338967  -2.897424  -0.484573
H  2.884984  -3.191585  -2.111407
H  2.728217  -4.569076  -1.011533
H  -1.906993  -5.094553  -3.408220
H  -3.933240  -3.897818  -3.096301
H  -5.339327  -1.230961  1.220464
H  -4.734079  0.122130  0.243448
H  -3.670045  -0.623799  1.418757
O  4.521305  -0.382451  0.026917
C  3.473437  -0.171834  -0.587805
O  2.364872  -0.772340  -0.402541
C  3.523121  0.834087  -1.739509
C  4.720017  0.947689  -2.387931
C  4.874400  1.773933  -3.514704
C  3.809338  2.517452  -3.986191
C  2.611409  2.460190  -3.315425
C  2.367707  1.615663  -2.160336
O  1.252033  1.556984  -1.603380
N  1.552286  3.305751  -3.845183
O  0.730576  3.774675  -3.083081
O  1.530173  3.500577  -5.058882
N  6.137021  1.855831  -4.189445
O  6.248072  2.611302  -5.153476
O  7.069715  1.173403  -3.780749
H  5.558821  0.380348  -2.011181
H  3.914658  3.145264  -4.857059

Atoms 1-2, force components in eV/Å:
Ba 0.09 -0.26 0.30
O -0.03 -0.07 -0.07

Relative energy (zero: lowest compared OMol25 entry of this formula, charge and spin) ... 0.459 eV
Net charge ... -2
Lowest unoccupied orbital energy ... 0.13026 Ha